Arrangement 1

19
Properties=species:S:1:pos:R:3:mulliken_charge:R:1 method="wB97M-V/def2-TZVPD" orbital_gap_ev=9.9480 homo_ha=-0.3463 total_charge=0 e_lumo_ha=0.0193 smiles="CC1=CC(=O)[C@@](C)(O)C1" multiplicity=1
C -0.06806 -1.13109 -0.36854 1.37
C 0.77809 0.03526 -0.87437 -1.24
C 0.37676 -1.54358 1.03849 -1.57
C 0.64717 2.34964 0.34287 -1.33
C -1.44775 -0.46933 -0.36337 0.31
C -0.00897 1.22068 -0.37157 0.75
C -1.32948 1.00106 -0.31533 -0.69
O -0.04652 -2.25071 -1.23196 -0.63
O -2.51023 -1.05678 -0.30487 -0.62
H -0.84569 -2.76930 -1.00996 0.37
H 0.83715 0.04985 -1.97082 0.32
H 1.80310 0.00435 -0.49237 0.39
H -2.12473 1.63727 0.02962 0.44
H 0.84398 -0.71319 1.58381 0.32
H -0.46448 -1.88852 1.64674 0.36
H 1.11000 -2.35634 0.99117 0.38
H 0.51253 3.30624 -0.16227 0.36
H 0.22124 2.41719 1.35356 0.34
H 1.71590 2.15730 0.47916 0.36

Arrangement 2

19
Properties=species:S:1:pos:R:3:mulliken_charge:R:1 method="wB97M-V/def2-TZVPD" orbital_gap_ev=9.1074 homo_ha=-0.3392 total_charge=0 e_lumo_ha=-0.0045 multiplicity=1
C 1.25993 -1.28624 1.16129 -0.92
C 0.83597 -1.02589 -0.24962 0.57
C 1.72452 0.13158 -0.62674 -1.00
C 1.44471 1.49971 0.05069 -0.58
C -0.30610 1.67881 -0.17542 -0.98
C -1.19971 0.55344 0.24601 0.64
C -0.69861 -0.76540 -0.36073 0.09
H 2.20749 -2.01470 0.83561 0.26
H 1.91680 -0.03418 1.57249 0.14
H 0.57760 -1.89395 2.42191 0.29
H 1.03333 -1.91021 -0.96148 0.41
H 1.84753 0.21387 -1.76263 0.37
H 2.83373 -0.25532 -0.63964 0.33
H 1.74006 2.49518 -0.59857 0.28
H 1.73384 1.48821 1.09359 0.35
H -0.12805 1.90260 -1.21532 0.39
H -0.70069 2.46285 0.31252 0.44
O -2.38507 0.55563 0.68084 -0.57
O -1.54317 -1.45194 -0.84726 -0.52

We find arrangement 1 to be the most stable, with the next structure 6.078 eV higher.